Entry 1:
DFT (ωB97M-V with the def2-TZVPD basis set) results for an isolated molecule of C18H15N3O4S2 in a non-equilibrium geometry.

Each line ends with the natural charge from an NBO analysis.
Cartesian coordinates (Å):
C1 -4.83212 -3.91784 -1.29156  -0.36
C2 -4.70451 -2.75344 -0.68607  -0.20
C3 -3.99011 -2.57244 0.62046  -0.26
N1 -2.79685 -1.75997 0.44797  -0.43
C4 -2.86800 -0.41846 0.28193  0.35
N2 -3.97819 0.22078 0.30726  -0.56
C5 -3.94902 1.55700 0.14144  0.22
N3 -2.88406 2.27274 -0.04732  -0.50
C6 -3.17566 3.58176 -0.18204  -0.04
C7 -4.49548 3.89234 -0.09687  -0.46
S1 -5.44053 2.47532 0.16676  0.40
H1 -4.96302 4.85246 -0.17209  0.24
H2 -2.37414 4.27932 -0.34352  0.21
S2 -1.27750 0.29728 0.04927  0.39
C8 -0.52093 -1.28711 0.17835  -0.33
C9 0.78175 -1.63052 0.10417  -0.13
C10 1.95178 -0.81991 -0.10211  -0.04
C11 1.92012 0.57192 -0.25914  -0.17
C12 3.07942 1.28397 -0.45857  -0.26
C13 4.31187 0.63184 -0.50987  0.31
C14 4.36689 -0.74802 -0.34499  -0.31
C15 3.19861 -1.45483 -0.14638  -0.15
H3 3.25074 -2.52566 -0.01836  0.22
H4 5.30745 -1.27711 -0.35627  0.23
O1 5.40491 1.43930 -0.70308  -0.51
C16 6.64873 0.82991 -0.96985  -0.20
C17 7.31089 0.28094 0.30493  0.76
O2 8.14125 -0.57792 0.29069  -0.56
O3 6.88492 0.87100 1.41947  -0.66
H5 6.20073 1.53408 1.21796  0.50
H6 7.29072 1.62667 -1.36099  0.23
H7 6.57578 0.04141 -1.72512  0.22
H8 3.05915 2.35509 -0.58313  0.23
H9 0.98029 1.09788 -0.22637  0.22
H10 0.96464 -2.69448 0.21859  0.24
C18 -1.53856 -2.32658 0.39863  0.67
O4 -1.33402 -3.51165 0.53378  -0.58
H11 -4.64036 -2.06253 1.33672  0.23
H12 -3.65472 -3.53352 1.01727  0.24
H13 -5.10105 -1.84397 -1.11529  0.21
H14 -5.34734 -4.01673 -2.23158  0.20
H15 -4.42902 -4.82264 -0.86712  0.20

Forces on atoms 1 to 3 (eV/Å):
-0.052 -0.096 -0.042
0.070 0.142 0.126
-0.254 -0.252 0.061

Calculated values
ΔE to the lowest compared entry with this formula, charge and spin	32.8	kJ/mol
strongest force on any atom	1.3	eV/A
2S+1	1
SMILES	C=CCN1C(=O)/C(=C/c2ccc(OCC(=O)O)cc2)S/C1=N\c1nccs1
M	401.469	g/mol
HOMO level	-8.1885	eV
DFT total energy	-1956.534474	a.u.



Entry 2:
DFT (ωB97M-V with the def2-TZVPD basis set) results for an isolated ion of composition C5H10N2 and charge +2 in a non-equilibrium geometry.

Each line ends with the natural charge from an NBO analysis.
Cartesian coordinates (Å):
C1 -1.81998 0.83343 -0.02395  0.01
C2 -0.50251 1.26359 0.11336  0.02
C3 -0.52086 -1.02500 -0.08776  0.40
C4 1.19847 -0.12430 1.38143  -0.36
C5 1.09013 0.08908 -1.21769  -0.47
N1 -1.69770 -0.58698 -0.19853  -0.41
N2 0.39271 0.11023 0.11177  -0.28
H1 -2.80521 1.19094 -0.19009  0.31
H2 -0.26848 2.29662 0.30197  0.32
H3 -0.23236 -2.11660 -0.31873  0.34
H4 0.62600 -0.96617 1.89034  0.25
H5 2.14792 -0.42740 1.17488  0.26
H6 1.12202 0.68981 1.99254  0.26
H7 0.30089 0.00942 -2.10095  0.28
H8 1.82588 0.94426 -1.16644  0.29
H9 1.57857 -0.88668 -1.48498  0.28
H10 -2.43550 -1.29426 -0.17714  0.50

Forces on atoms 1 to 3 (eV/Å):
3.777 -0.902 -0.339
-4.392 -0.464 0.327
1.173 -1.102 -0.590

Calculated values
ΔE to the lowest compared entry with this formula, charge and spin	195.9	kJ/mol
strongest force on any atom	4.4	eV/A
2S+1	1
SMILES	C[N+]1(C)C=C[NH+]=C1
net charge	+2
M	98.149	g/mol
HOMO level	-20.4310	eV
DFT total energy	-305.233924	a.u.



Entry 3:
DFT (ωB97M-V with the def2-TZVPD basis set) results for C19H21N3OS as an isolated structure in a non-equilibrium geometry.

Each line ends with the natural charge from an NBO analysis.
Cartesian coordinates (Å):
C1 5.84404 1.63745 -2.49192  -0.39
N1 5.08460 0.36505 -2.71658  -0.46
C2 3.67301 0.33944 -3.15008  -0.29
H1 3.60698 1.39325 -3.72043  0.22
C3 2.77325 0.41834 -2.20997  -0.13
N2 3.09423 -0.96866 -1.44918  -0.45
C4 2.18383 -1.66685 -0.88668  0.39
S1 2.12331 -3.46096 -0.81842  -0.38
N3 0.79154 -1.24944 -0.82287  -0.71
C5 0.53584 0.01776 -0.01543  0.62
O1 1.50861 0.51280 0.34496  -0.58
C6 -0.80803 0.07646 0.16726  -0.36
C7 -1.27565 1.46995 0.81916  0.02
C8 -2.60187 1.61479 1.31907  -0.06
C9 -2.97783 3.01423 0.94823  -0.18
C10 -4.13261 3.49087 1.30501  -0.24
C11 -5.22474 2.74500 1.62575  -0.18
C12 -4.84396 1.28261 1.91366  0.01
C13 -6.04035 0.22458 2.30070  -0.16
C14 -5.52055 -1.00791 2.71185  -0.26
C15 -4.25582 -1.41723 2.42823  -0.18
C16 -3.11601 -0.64664 2.20893  -0.18
C17 -3.55999 0.66640 1.78857  -0.10
H2 -2.12806 -0.92570 2.21868  0.24
H3 -4.12800 -2.61008 2.63102  0.22
H4 -6.43784 -1.66859 2.96894  0.23
H5 -6.91709 0.85767 2.35881  0.22
H6 -6.31865 2.74270 1.71212  0.24
H7 -4.36723 4.52920 1.10470  0.21
H8 -2.17443 3.76953 0.82148  0.23
H9 -0.48916 1.89764 1.18263  0.19
H10 -1.58826 -0.52163 -0.20296  0.23
H11 0.01610 -1.92033 -0.64911  0.42
C18 4.36623 -1.50266 -1.62269  -0.20
C19 5.41109 -0.44434 -1.60980  -0.25
H12 6.33667 -1.12237 -1.51193  0.22
H13 5.16799 0.06142 -0.80412  0.16
H14 4.62040 -2.26745 -0.47276  0.23
H15 4.43936 -2.27235 -2.46490  0.22
H16 1.94933 0.22264 -2.35580  0.16
H17 3.00980 1.15005 -1.13992  0.24
H18 3.87700 -0.46292 -3.75761  0.26
H19 5.49937 2.24758 -1.80745  0.16
H20 5.87597 2.31143 -3.54198  0.18
H21 6.96046 1.37190 -2.43301  0.22

Forces on atoms 1 to 3 (eV/Å):
2.475 -2.178 -7.933
3.685 2.817 -0.362
7.646 6.203 -6.499

Calculated values
ΔE to the lowest compared entry with this formula, charge and spin	1542.8	kJ/mol
strongest force on any atom	17.9	eV/A
2S+1	1
M	339.464	g/mol
HOMO level	-7.3035	eV
DFT total energy	-1373.758849	a.u.



Which value of HOMO level does entry 3 give?
-7.3035 eV